This record from the OMol25 dataset describes a cluster of 2 separate species, CH4N2O in total in a non-equilibrium geometry. The level of theory is wB97M-V/def2-TZVPD.

Its lowest unoccupied orbital energy is 0.3 eV. The value obtained for the energy relative to the best compared isomer or geometry (same formula, charge and spin) is 129.8 kcal per mole. For the HOMO-LUMO gap, the calculation gives 8.562 eV. The calculated total energy is -6124.878 eV.

```
! wB97M-V def2-TZVPD RIJCOSX def2/J DEFGRID3
* xyz 0 1
C -0.8642 -0.0105 -0.0603
N -0.3229 -1.1874 0.0127
N -0.3130 1.1563 -0.1829
O -2.9191 0.0169 0.0130
H 0.6789 -1.3464 -0.0138
H -0.9426 -1.9783 0.1024
H 0.6884 1.3038 -0.2349
H -0.9296 1.9530 -0.2161
*
```

---

This record from the OMol25 dataset describes a cluster of 2 separate species, CH4N2O in total in a non-equilibrium geometry. The level of theory is wB97M-V/def2-TZVPD.

Its lowest unoccupied orbital energy is 0.3 eV. The value obtained for the energy relative to the best compared isomer or geometry (same formula, charge and spin) is 75.1 kcal per mole. For the HOMO-LUMO gap, the calculation gives 9.145 eV. The calculated total energy is -6127.251 eV.

```
! wB97M-V def2-TZVPD RIJCOSX def2/J DEFGRID3
* xyz 0 1
C -1.1163 0.1503 0.0294
N -0.9204 -1.1541 0.0492
N 0.8565 1.0166 0.0397
O -1.9946 0.9305 0.0233
H 0.1065 -1.2950 -0.1556
H -1.6383 -1.8954 -0.2744
H 0.8540 1.9994 0.2651
H 0.7115 0.8341 -0.9568
*
```

---

This record from the OMol25 dataset describes a cluster of 2 separate species, CH4N2O in total in a non-equilibrium geometry. The level of theory is wB97M-V/def2-TZVPD.

Its lowest unoccupied orbital energy (spin up / spin down) is 0.3 / 0.2 eV. The value obtained for the energy relative to the best compared isomer or geometry (same formula, charge and spin) is 159.3 kcal per mole. For the HOMO-LUMO gap (spin up / spin down), the calculation gives 8.696 / 8.680 eV. The calculated total energy is -6123.602 eV.

```
! wB97M-V def2-TZVPD RIJCOSX def2/J DEFGRID3
* xyz 0 1
C 0.2395 -0.0252 0.0726
N -0.2790 -0.8419 -0.8504
N -0.3497 0.8031 0.8683
O 2.3847 -0.2924 0.3847
H -1.1670 -0.8206 -1.4156
H 0.3467 -1.3622 -1.3456
H -1.2391 1.2335 0.5329
H 0.0640 1.3057 1.7532
*
```

---

This record from the OMol25 dataset describes the molecule CH4N2O in a non-equilibrium geometry. The level of theory is wB97M-V/def2-TZVPD.

Its lowest unoccupied orbital energy is 0.7 eV. The value obtained for the energy relative to the best compared isomer or geometry (same formula, charge and spin) is 95.4 kcal per mole. For the HOMO-LUMO gap, the calculation gives 10.144 eV. The calculated total energy is -6126.369 eV. Its SMILES is [H]/N=N\CO.

```
! wB97M-V def2-TZVPD RIJCOSX def2/J DEFGRID3
* xyz 0 1
H 0.3710 -2.0142 -0.1191
N -0.6266 -1.8937 -0.3871
N -1.0860 -0.7865 -0.4037
C -0.1731 0.4740 -0.0410
O 1.3322 0.6809 0.4243
H -0.2843 1.0434 -0.9667
H -0.8064 0.9167 0.7309
H 1.2733 1.5795 0.7624
*
```

---

This record from the OMol25 dataset describes a cluster of 2 separate species, CH4N2O2 in total in a non-equilibrium geometry. The level of theory is wB97M-V/def2-TZVPD.

Its lowest unoccupied orbital energy is 0.4 eV. The value obtained for the energy relative to the best compared isomer or geometry (same formula, charge and spin) is 36.0 kcal per mole. For the HOMO-LUMO gap, the calculation gives 10.371 eV. The calculated total energy is -8175.126 eV. Its SMILES is [H]/N=N/[H].O=CO.

```
! wB97M-V def2-TZVPD RIJCOSX def2/J DEFGRID3
* xyz 0 1
H 1.0611 0.3245 2.0814
N 0.2820 0.9274 2.0531
N 0.0650 0.9871 0.8396
H -0.7753 1.6621 0.5466
O -0.9371 -1.5738 -0.0650
C -0.5059 -1.4310 -1.1720
O 0.2172 -0.3899 -1.6560
H -0.5187 -2.1942 -2.0754
H 0.3380 0.1221 -0.8760
*
```

---

This record from the OMol25 dataset describes a cluster of 2 separate species, CH4N2O2 in total in a non-equilibrium geometry. The level of theory is wB97M-V/def2-TZVPD.

Its lowest unoccupied orbital energy is 1.0 eV. The value obtained for the energy relative to the best compared isomer or geometry (same formula, charge and spin) is 52.2 kcal per mole. For the HOMO-LUMO gap, the calculation gives 11.516 eV. The calculated total energy is -8174.422 eV. Its SMILES is N#[N+][O-].CO.

```
! wB97M-V def2-TZVPD RIJCOSX def2/J DEFGRID3
* xyz 0 1
N 1.7161 -0.9599 -0.8341
N 2.0507 -0.0695 -0.2688
O 2.3686 0.8980 0.2922
C -1.3147 -0.0775 -0.1092
O -0.2914 0.7660 0.4459
H -2.2710 -0.1928 0.4749
H -0.7716 -1.0241 -0.1891
H -1.4091 0.1980 -1.1390
H -0.0778 0.4618 1.3273
*
```